(1)
24
Properties=species:S:1:pos:R:3:nbo_charge:R:1 method="wB97M-V/def2-TZVPD" gap_ha=0.28682 e_tot_ev=-21863.946 homo_ev=-7.17 de_lowest_ev=4.742
C 2.821 -0.842 -0.284 -0.230
C 2.343 -0.877 0.944 -0.187
C 2.353 -0.056 -1.395 -0.243
C 1.241 -0.022 1.275 -0.234
C 1.162 0.576 -1.220 -0.152
C 0.593 0.783 0.096 -0.234
C 1.275 1.491 1.131 -0.408
C -1.453 -0.882 0.178 -0.748
C -2.504 -1.507 0.936 -0.625
N -1.608 1.568 -1.282 -1.094
S -1.254 0.708 0.244 1.013
H 3.625 -1.554 -0.460 0.205
H 2.679 -1.435 1.791 0.218
H 2.670 -0.282 -2.340 0.209
H 0.552 -0.399 2.041 0.235
H 0.670 0.872 -2.129 0.235
H 0.492 2.032 1.675 0.218
H 2.171 2.084 1.012 0.230
H -1.114 -1.461 -0.725 0.216
H -2.028 -2.355 1.472 0.193
H -2.832 -0.811 1.704 0.210
H -3.286 -2.188 0.449 0.197
H -1.954 2.552 -1.049 0.382
H -2.249 1.025 -1.920 0.395



(2)
46
Properties=species:S:1:pos:R:3:nbo_charge:R:1 method="wB97M-V/def2-TZVPD" gap_ha=0.31167 smiles="CCC(=O)Nc1ccccc1C(=O)OCC(=O)c1ccc2ccccc2c1" e_tot_ev=-32803.909 homo_ev=-8.60 de_lowest_ev=0.000
C 1.880 0.097 -3.266 -0.600
C 1.074 -1.070 -3.836 -0.492
C 1.423 -2.373 -3.138 0.694
O 1.997 -3.286 -3.687 -0.601
N 1.015 -2.372 -1.833 -0.652
C 1.215 -3.315 -0.846 0.304
C 1.810 -4.551 -1.110 -0.284
C 1.997 -5.473 -0.102 -0.149
C 1.599 -5.190 1.199 -0.255
C 1.016 -3.975 1.481 -0.128
C 0.813 -3.023 0.478 -0.253
C 0.204 -1.735 0.827 0.808
O -0.130 -0.866 0.035 -0.646
O 0.020 -1.566 2.142 -0.482
C -0.506 -0.297 2.492 -0.171
C 0.355 0.827 1.898 0.581
O 1.555 0.708 1.841 -0.532
C -0.346 2.065 1.494 -0.193
C -1.589 2.078 0.907 -0.087
C -2.193 3.290 0.520 -0.116
C -3.467 3.326 -0.087 -0.166
C -4.038 4.516 -0.440 -0.215
C -3.362 5.724 -0.206 -0.199
C -2.124 5.723 0.375 -0.209
C -1.507 4.512 0.751 0.030
C -0.223 4.472 1.337 -0.194
C 0.347 3.284 1.687 -0.178
H 1.333 3.242 2.124 0.233
H 0.305 5.401 1.496 0.212
H -1.599 6.650 0.553 0.213
H -3.828 6.655 -0.492 0.216
H -5.014 4.537 -0.901 0.216
H -3.983 2.393 -0.264 0.211
H -2.107 1.158 0.682 0.211
H -0.448 -0.243 3.582 0.226
H -1.548 -0.218 2.173 0.199
H 0.706 -3.739 2.487 0.230
H 1.747 -5.916 1.983 0.216
H 2.456 -6.423 -0.331 0.217
H 2.122 -4.769 -2.118 0.262
H 0.546 -1.531 -1.494 0.439
H 1.297 -1.192 -4.897 0.230
H 0.006 -0.875 -3.721 0.215
H 2.946 -0.105 -3.349 0.213
H 1.659 1.006 -3.820 0.214
H 1.642 0.271 -2.219 0.211



(3)
11
Properties=species:S:1:pos:R:3:nbo_charge:R:1 method="wB97M-V/def2-TZVPD" gap_ha=0.30222 e_tot_ev=-25646.807 homo_ev=-9.12 de_lowest_ev=2.225
C 0.438 0.627 0.724 0.462
C -1.663 -0.082 -0.286 -0.609
C -0.688 0.992 0.139 -0.368
N 1.397 0.227 1.339 -0.674
O 1.927 -2.041 0.473 -0.887
S 2.614 -0.824 0.652 1.356
I 2.765 0.262 -1.590 -0.183
H -2.583 -0.222 0.405 0.213
H -2.164 0.191 -1.163 0.222
H -1.197 -1.022 -0.378 0.225
H -0.845 1.893 -0.313 0.244



(4)
11
Properties=species:S:1:pos:R:3:nbo_charge:R:1 method="wB97M-V/def2-TZVPD" gap_ha=0.29224 e_tot_ev=-85182.124 homo_ev=-7.90 de_lowest_ev=2.418
C 1.582 -0.563 0.998 -0.837
O -0.394 1.910 -0.926 -1.123
O -1.270 -0.533 -1.439 -1.121
O -1.558 0.537 1.040 -1.097
Si -0.669 0.506 -0.291 2.227
Br 1.986 -2.151 0.049 -0.024
H 2.427 0.207 0.802 0.216
H 1.264 -0.803 2.013 0.204
H 0.019 2.258 -1.667 0.530
H -1.005 -1.452 -1.479 0.522
H -2.380 0.085 0.900 0.504